No. 1
Molecular formula: C43H57ClIN4O2PSSiTi
Method: DFT, wB97M-V/def2-TZVPD

Total charge: 0
E_HOMO (alpha / beta), eV: -5.27 / -6.57
HOMO-LUMO gap (alpha / beta), eV: 5.52 / 6.50
Spin multiplicity: 3

Last column: Löwdin spin population.
Geometry (Å):
Ti -0.248 0.224 0.102  1.178
O -3.287 -2.650 5.820  0.001
C -3.959 -2.701 4.572  0.005
C -3.130 -2.022 3.523  0.041
C -3.737 -1.567 2.340  0.055
C -2.948 -1.016 1.369  0.017
N -1.614 -0.874 1.476  0.086
C -1.026 -1.258 2.640  0.078
C -1.779 -1.862 3.666  0.031
C 0.389 -1.056 2.711  0.138
C 1.156 -1.365 3.851  0.008
C 2.517 -1.224 3.840  0.092
C 3.357 -1.535 5.050  0.014
O 2.690 -1.302 6.281  0.004
C 3.123 -0.787 2.633  0.047
C 2.338 -0.475 1.566  0.050
N 0.979 -0.543 1.575  0.121
H -3.828 -3.089 6.478  0.000
H -4.938 -2.215 4.626  0.001
H -4.122 -3.742 4.268  0.001
H -4.808 -1.633 2.188  0.003
H -3.386 -0.651 0.454  0.000
H -1.299 -2.199 4.574  0.001
H 0.666 -1.702 4.755  -0.002
H 4.295 -0.973 4.992  0.002
H 3.622 -2.595 5.065  0.005
H 2.373 -0.392 6.284  0.001
H 4.197 -0.664 2.554  0.002
H 2.765 -0.113 0.643  0.002
Cl -2.216 0.964 -1.517  0.021
C -3.357 -0.241 -2.095  0.002
C -4.556 0.266 -2.575  0.001
C -5.495 -0.614 -3.081  0.000
C -5.224 -1.976 -3.111  0.001
C -4.020 -2.450 -2.623  0.000
C -3.055 -1.593 -2.085  0.001
P -1.421 -2.201 -1.504  0.006
C -1.858 -3.675 -0.517  0.000
C -3.074 -3.797 0.151  0.001
C -3.320 -4.880 0.986  0.000
C -2.355 -5.858 1.160  0.000
C -1.141 -5.749 0.495  0.000
C -0.889 -4.666 -0.332  0.000
C -0.796 -2.883 -3.077  0.001
C -1.092 -4.164 -3.538  0.000
C -0.610 -4.589 -4.767  0.000
C 0.162 -3.737 -5.547  0.000
C 0.458 -2.460 -5.093  0.000
C -0.011 -2.040 -3.857  0.001
H -4.736 1.332 -2.546  0.000
H -6.435 -0.231 -3.458  0.000
H -5.949 -2.670 -3.517  0.000
H -3.813 -3.513 -2.658  0.000
H -3.837 -3.040 0.040  0.001
H -4.272 -4.954 1.499  0.000
H -2.545 -6.705 1.809  0.000
H -0.381 -6.510 0.621  0.000
H 0.064 -4.579 -0.836  0.000
H -1.686 -4.838 -2.932  0.000
H -0.838 -5.590 -5.115  0.000
H 0.537 -4.072 -6.507  0.000
H 1.065 -1.791 -5.691  0.000
H 0.249 -1.056 -3.490  0.001
C 2.416 -4.062 1.486  0.000
N 3.519 -3.731 0.599  0.003
C 3.415 -3.062 -0.571  0.001
S 1.945 -2.502 -1.167  0.003
N 4.590 -2.885 -1.218  0.000
C 4.768 -2.252 -2.516  0.000
H 2.665 -3.787 2.511  0.000
H 2.180 -5.128 1.440  0.000
H 1.543 -3.493 1.180  0.000
H 4.422 -4.103 0.841  0.000
H 5.425 -3.203 -0.756  0.000
H 5.272 -1.291 -2.419  0.000
H 3.789 -2.083 -2.952  0.000
H 5.346 -2.907 -3.171  0.000
I -2.984 2.380 1.773  -0.004
C -0.947 1.963 1.218  -0.022
H -0.428 1.955 2.178  0.001
H -0.669 2.885 0.713  0.001
C 3.215 0.841 -1.894  -0.003
Si 1.703 1.858 -1.282  -0.001
C 2.579 3.222 -0.165  -0.001
C 3.467 2.497 0.858  0.001
C 1.614 4.097 0.644  0.000
C 3.490 4.173 -0.952  -0.001
C 1.110 2.665 -2.970  0.000
C 0.033 3.721 -2.710  0.000
C 0.502 1.550 -3.831  0.001
C 2.206 3.282 -3.853  0.000
H 4.053 1.497 -2.160  -0.001
H 2.938 0.277 -2.792  0.000
H 3.585 0.100 -1.180  0.000
H 2.876 1.893 1.550  0.001
H 4.012 3.236 1.461  0.000
H 4.212 1.848 0.385  0.000
H 1.092 3.522 1.410  0.000
H 0.860 4.591 0.024  0.000
H 2.178 4.886 1.161  0.000
H 4.182 3.653 -1.621  0.000
H 4.093 4.759 -0.246  0.000
H 2.916 4.886 -1.544  0.000
H -0.771 3.345 -2.067  0.000
H -0.427 4.049 -3.654  0.000
H 0.448 4.609 -2.226  0.000
H -0.352 1.064 -3.359  0.002
H 1.247 0.782 -4.064  0.000
H 0.157 1.961 -4.790  0.000
H 2.664 4.171 -3.432  0.000
H 1.769 3.573 -4.818  0.000
H 3.003 2.564 -4.066  0.000



No. 2
Molecular formula: C15H26AuIN4O2
Method: DFT, wB97M-V/def2-TZVPD

Total charge: -2
E_HOMO (alpha / beta), eV: 2.99 / -0.41
HOMO-LUMO gap (alpha / beta), eV: 1.58 / 4.89
Spin multiplicity: 3

Last column: Löwdin spin population.
Geometry (Å):
C -1.315 0.416 -3.258  0.039
I 0.170 1.179 -5.186  0.038
H -2.185 0.240 -3.904  0.002
H -0.480 -0.279 -3.462  0.000
H -1.093 1.489 -3.124  0.000
C 0.596 3.959 1.136  0.229
C -0.613 4.225 0.620  0.149
N -1.056 3.049 0.019  0.008
C -0.135 2.059 0.151  0.082
N 0.886 2.635 0.827  0.027
H 1.286 4.587 1.670  0.111
H -1.190 5.126 0.606  0.052
C 2.114 -3.212 -1.594  0.015
C 0.551 -1.731 -0.924  0.075
N 1.862 -1.909 -1.183  0.018
H 0.683 -4.866 -1.824  0.001
N -0.011 -2.944 -1.119  -0.001
H 3.096 -3.545 -1.877  0.006
Au -0.249 0.057 -0.313  0.340
C -1.752 -0.054 -1.768  0.166
O -2.858 -0.471 -1.537  0.108
C 0.939 -3.856 -1.569  0.005
C -1.411 -3.287 -0.935  0.005
H -1.480 -4.380 -0.925  0.001
H -2.034 -2.902 -1.755  0.001
H -1.800 -2.892 0.014  0.001
C 2.887 -0.888 -1.089  0.040
H 3.805 -1.297 -1.522  0.009
H 3.077 -0.614 -0.041  0.012
H 2.589 0.014 -1.643  0.008
C 2.147 2.025 1.202  0.135
H 2.854 2.838 1.402  0.071
H 2.531 1.392 0.393  0.013
H 2.039 1.405 2.105  0.016
C -2.302 2.983 -0.717  0.029
H -2.128 2.937 -1.802  0.002
H -2.845 3.911 -0.506  0.015
H -2.920 2.128 -0.417  0.004
C -1.540 -1.084 2.516  0.012
C -0.202 -0.412 2.749  0.020
C 0.583 -1.012 3.912  0.038
O 0.624 -0.408 1.619  0.058
H -1.391 -2.137 2.253  0.000
H -2.087 -0.588 1.709  0.005
H -2.150 -1.039 3.426  0.002
H -0.429 0.630 3.053  0.010
H 0.836 -2.061 3.710  0.002
H 1.510 -0.453 4.075  0.013
H -0.011 -0.961 4.830  0.007



No. 3
Molecular formula: C54H43BBrF8Ge2N8O2STi
Method: DFT, wB97M-V/def2-TZVPD

Total charge: 0
E_HOMO (alpha / beta), eV: -5.71 / -5.71
HOMO-LUMO gap (alpha / beta), eV: 3.12 / 2.97
Spin multiplicity: 2

Last column: Löwdin spin population.
Geometry (Å):
Ti -0.524 1.133 1.371  0.080
Br -1.193 4.201 7.913  0.001
C -1.262 3.153 6.350  0.002
C -1.442 1.768 6.459  0.000
C -1.488 0.972 5.335  0.001
C -1.292 1.541 4.080  0.001
O -1.262 0.755 2.999  0.009
C -1.191 2.951 3.956  0.002
C -1.428 3.579 2.701  0.001
N -1.472 2.945 1.564  0.007
C -2.417 3.304 0.565  0.012
C -2.867 4.553 0.251  0.000
C -3.928 4.697 -0.666  0.003
C -4.555 3.602 -1.192  0.000
C -4.124 2.301 -0.847  0.003
C -4.803 1.117 -1.216  0.005
C -4.370 -0.079 -0.726  0.002
C -3.190 -0.131 0.041  0.008
N -2.490 0.941 0.356  0.033
C -3.008 2.162 -0.010  0.027
C -1.172 3.745 5.120  -0.001
H -1.522 1.311 7.436  0.000
H -1.607 -0.099 5.417  0.000
H -1.736 4.624 2.729  0.000
H -2.417 5.435 0.688  0.000
H -4.256 5.692 -0.933  0.000
H -5.396 3.715 -1.865  0.000
H -5.678 1.180 -1.852  0.000
H -4.886 -1.004 -0.940  0.000
H -2.787 -1.081 0.362  0.000
H -1.090 4.821 5.031  0.000
C 1.497 -3.071 -4.705  0.000
C 0.722 -3.149 -3.396  0.000
C 1.127 -2.014 -2.472  0.000
N 0.405 -2.080 -1.198  0.001
C 0.782 -1.791 0.030  0.001
S -0.474 -1.464 1.218  0.001
N 2.065 -1.720 0.417  0.000
C 3.312 -2.279 -0.037  0.000
O 4.301 -1.673 0.277  0.000
C 3.342 -3.546 -0.800  0.000
C 4.361 -3.677 -1.746  0.000
C 4.463 -4.840 -2.486  0.000
C 3.570 -5.884 -2.260  0.000
C 2.583 -5.766 -1.293  0.000
C 2.462 -4.590 -0.566  0.000
H 1.162 -3.835 -5.406  0.000
H 2.563 -3.224 -4.530  0.000
H 1.363 -2.098 -5.184  0.000
H 0.903 -4.100 -2.895  0.000
H -0.352 -3.082 -3.594  0.000
H 0.877 -1.052 -2.928  0.000
H 2.196 -2.032 -2.295  0.000
H -0.595 -2.193 -1.286  0.000
H 2.204 -1.206 1.276  0.000
H 5.060 -2.862 -1.882  0.000
H 5.247 -4.945 -3.225  0.000
H 3.660 -6.803 -2.824  0.000
H 1.923 -6.591 -1.060  0.000
H 1.722 -4.529 0.209  0.000
C 2.661 3.447 -3.508  0.033
Ge 2.317 2.288 -1.958  0.064
C 2.834 3.211 -0.315  0.000
C 3.332 0.642 -2.204  0.008
Ge -0.113 1.949 -2.005  0.405
C -0.814 0.768 -3.407  0.070
C -0.343 0.979 -4.706  0.017
C -0.769 0.177 -5.757  0.004
C -1.682 -0.844 -5.529  -0.001
C -2.167 -1.058 -4.247  0.000
C -1.727 -0.261 -3.197  0.008
C -0.831 3.727 -2.411  0.060
C -1.816 3.937 -3.375  0.026
C -2.231 5.223 -3.701  -0.002
C -1.675 6.318 -3.057  0.024
C -0.696 6.126 -2.088  -0.003
C -0.281 4.842 -1.770  0.024
H 3.676 3.839 -3.406  0.005
H 1.972 4.288 -3.562  0.000
H 2.613 2.884 -4.440  0.000
H 3.544 2.601 0.241  0.000
H 1.992 3.393 0.349  0.001
H 3.303 4.165 -0.564  0.000
H 4.366 0.921 -2.416  0.002
H 2.961 0.060 -3.046  0.000
H 3.329 0.038 -1.297  0.000
H 0.361 1.779 -4.909  0.003
H -0.388 0.351 -6.755  0.000
H -2.015 -1.468 -6.348  0.000
H -2.881 -1.851 -4.062  0.000
H -2.104 -0.452 -2.200  0.003
H -2.256 3.091 -3.893  0.001
H -2.987 5.369 -4.464  -0.001
H -1.992 7.320 -3.317  0.002
H -0.248 6.979 -1.593  -0.001
H 0.496 4.711 -1.022  0.001
F 2.067 -2.602 3.380  0.000
C 1.066 -3.227 4.038  0.000
C 0.571 -4.409 3.512  0.000
F 1.162 -4.861 2.388  0.000
C -0.480 -5.135 4.075  0.000
C -0.956 -4.559 5.262  0.000
C -0.467 -3.380 5.778  0.000
F -1.068 -2.874 6.869  0.000
C 0.567 -2.655 5.185  0.000
C 0.975 -1.315 5.668  0.000
C 1.403 -0.334 4.809  0.000
N 1.603 0.583 4.078  0.000
C 0.837 -0.885 7.014  0.000
N 0.750 -0.481 8.090  0.000
F -1.984 -5.123 5.910  0.000
C -1.024 -6.318 3.477  0.000
C -1.949 -7.172 4.126  0.000
N -2.694 -7.910 4.610  0.000
C -0.720 -6.665 2.143  0.000
N -0.514 -6.955 1.039  0.000
F 0.886 2.223 2.366  0.001
B 2.147 1.767 3.291  0.000
F 2.345 2.846 4.084  0.000
F 3.116 1.480 2.393  0.000
F 1.023 0.766 0.520  0.048



No. 4
Molecular formula: C30H49FN14O4RbS
Method: DFT, wB97M-V/def2-TZVPD

Total charge: -1
E_HOMO, eV: -4.88
HOMO-LUMO gap, eV: 7.03

Last column: Mulliken charge in e.
Geometry (Å):
Rb 0.551 0.983 -0.513  0.162
C 3.201 -1.905 1.547  -1.210
C 2.256 -1.049 2.384  -0.247
N 2.109 0.319 1.907  0.931
C 1.515 1.235 2.873  -1.001
C 0.268 0.672 3.556  -1.106
N -0.637 -0.009 2.658  1.731
C -1.698 -0.715 3.342  -1.264
C -2.470 -1.643 2.413  0.740
C -1.698 -2.873 1.939  -1.291
N -0.624 -2.556 1.039  1.320
C 0.268 -3.630 0.697  -0.813
C 1.126 -3.273 -0.519  -1.006
N 1.697 -1.942 -0.476  1.204
C 3.047 -1.804 0.031  0.027
H 3.067 -2.943 1.870  0.518
H 4.243 -1.656 1.778  0.557
H 2.624 -1.076 3.427  0.158
H 1.260 -1.498 2.374  -0.210
H 2.978 0.696 1.541  -0.190
H 1.269 2.171 2.361  0.430
H 2.219 1.493 3.685  0.392
H -0.201 1.497 4.122  0.310
H 0.583 -0.065 4.302  0.611
H -1.027 0.605 1.949  -1.030
H -2.411 -0.032 3.841  0.263
H -1.240 -1.311 4.142  0.503
H -2.819 -1.065 1.554  -0.794
H -3.373 -1.984 2.929  0.447
H -2.420 -3.599 1.511  0.347
H -1.265 -3.373 2.816  0.385
H -0.885 -1.978 0.250  -0.601
H -0.263 -4.573 0.459  0.404
H 0.905 -3.852 1.564  0.373
H 0.483 -3.318 -1.404  0.319
H 1.893 -4.055 -0.646  0.309
H 1.690 -1.556 -1.416  -0.708
H 3.389 -0.823 -0.296  -0.717
H 3.729 -2.545 -0.426  0.444
C 5.305 1.747 -3.274  -1.747
C 4.640 1.245 -2.024  0.279
N 3.380 1.212 -1.845  0.827
N 2.607 1.825 -2.815  -1.103
C 1.772 1.084 -3.473  0.127
N 0.804 1.816 -4.170  -0.352
S 1.672 -0.631 -3.587  -0.478
C 5.495 0.734 -0.919  0.754
C 6.688 0.068 -1.211  -1.065
C 7.471 -0.409 -0.176  -0.466
C 7.053 -0.196 1.128  -0.550
C 5.858 0.476 1.325  -0.255
N 5.090 0.932 0.340  -0.143
H 4.702 2.553 -3.691  0.459
H 5.351 0.958 -4.029  0.277
H 6.316 2.101 -3.074  0.456
H 1.057 2.789 -4.272  0.211
H 0.462 1.370 -5.005  0.246
H 6.977 -0.087 -2.242  0.409
H 8.391 -0.940 -0.385  0.413
H 7.631 -0.542 1.975  0.404
H 5.494 0.660 2.331  0.431
C -3.237 -1.283 -1.209  0.011
N -2.016 -0.890 -1.913  0.962
C -2.227 0.459 -2.463  -0.108
N -3.378 0.503 -3.375  0.125
C -4.561 0.068 -2.634  -0.616
N -4.415 -1.285 -2.087  0.107
C -4.149 -2.194 -3.203  -0.695
N -2.955 -1.822 -3.958  0.076
C -1.812 -1.813 -3.036  -0.584
C -3.137 -0.456 -4.455  -0.709
H -3.416 -0.569 -0.403  -0.472
H -3.107 -2.282 -0.785  0.119
H -1.331 0.763 -3.011  -0.065
H -2.392 1.150 -1.634  -0.280
H -5.428 0.085 -3.301  0.345
H -4.739 0.761 -1.808  0.204
H -5.012 -2.189 -3.875  0.350
H -4.019 -3.206 -2.810  0.322
H -0.909 -1.517 -3.572  -0.099
H -1.674 -2.823 -2.639  0.244
H -3.989 -0.439 -5.141  0.353
H -2.237 -0.158 -4.997  0.318
F -6.180 1.509 1.780  -0.380
C -5.170 2.235 2.285  0.598
C -4.316 2.885 1.486  -0.136
N -3.290 3.654 1.979  0.132
C -2.313 4.197 1.042  -1.336
C -1.443 3.078 0.417  0.889
O -1.915 1.916 0.486  -0.290
O -0.366 3.425 -0.093  -0.842
C -3.011 3.694 3.324  0.515
O -2.062 4.275 3.810  -0.658
N -3.929 3.023 4.118  -0.050
C -5.027 2.266 3.730  0.311
O -5.745 1.717 4.539  -0.674
H -4.384 2.834 0.410  0.241
H -1.689 4.911 1.568  0.388
H -2.842 4.722 0.245  0.330
H -3.737 3.059 5.108  0.220



| no. | F_max (eV Å⁻¹) |
| --- | --- |
| 1 | 0.5 |
| 2 | 5.6 |
| 3 | 1.7 |
| 4 | 0.9 |